Entry 1:
DFT (ωB97M-V/def2-TZVPD) results for a structure of composition C22H60N5O9Zn.

DFT total energy in eV: -98076.002
Lowest unoccupied orbital energy in eV: -4.4
Orbital gap in eV: 6.060
Energy relative to the best compared isomer or geometry (same formula, charge and spin) in kcal per mole: 0.7

Geometry as ORCA input:
```
! wB97M-V def2-TZVPD RIJCOSX def2/J DEFGRID3
* xyz 1 1
Zn 1.993 3.066 0.944
O 1.485 -0.465 -0.201
C 1.581 0.820 0.088
O 2.514 1.540 -0.407
O 0.868 1.348 0.984
H 2.080 -0.563 -0.991
C 1.288 3.741 5.060
C 2.067 3.719 3.746
C 2.941 2.462 3.607
O 3.388 2.333 2.268
C 4.525 1.466 2.105
N 1.101 3.830 2.612
H 0.759 2.800 5.229
H 0.578 4.568 5.073
H 1.964 3.882 5.905
H 2.756 4.565 3.659
H 2.310 1.600 3.853
H 3.738 2.556 4.345
H 5.326 1.853 2.741
H 4.803 1.536 1.059
H 4.363 0.439 2.434
H 0.741 4.784 2.603
H 0.282 3.298 2.921
C -2.947 -4.654 -2.883
C -3.907 -3.912 -1.967
C -3.893 -2.385 -2.219
O -2.603 -1.835 -1.968
C -2.349 -1.478 -0.631
N -5.267 -4.403 -2.299
H -2.963 -5.718 -2.641
H -1.914 -4.365 -2.678
H -3.218 -4.515 -3.928
H -3.741 -4.119 -0.911
H -4.601 -1.848 -1.573
H -4.166 -2.162 -3.252
H -3.026 -0.690 -0.287
H -1.303 -1.170 -0.653
H -2.387 -2.329 0.058
H -5.966 -3.845 -1.817
H -5.435 -4.258 -3.290
C 0.259 -0.019 4.604
C 0.160 -1.329 3.854
C -1.189 -1.494 3.175
O -2.219 -1.566 4.120
C -3.516 -1.507 3.566
N 1.275 -1.424 2.898
H -0.468 0.040 5.417
H -0.005 0.838 3.961
H 1.254 0.188 5.000
H 0.306 -2.100 4.617
H -1.207 -2.375 2.518
H -1.301 -0.648 2.471
H -4.211 -1.087 4.291
H -3.814 -2.519 3.285
H -3.575 -0.827 2.709
H 1.053 -2.134 2.190
H 1.220 -0.556 2.360
C -5.238 2.835 -2.835
C -4.442 4.012 -2.313
C -3.024 3.618 -1.942
O -3.089 2.707 -0.847
C -1.924 1.968 -0.655
N -4.512 5.124 -3.265
H -6.224 3.135 -3.183
H -5.351 2.113 -2.026
H -4.710 2.362 -3.668
H -4.893 4.415 -1.398
H -2.458 4.475 -1.552
H -2.458 3.263 -2.814
H -1.970 1.420 0.285
H -1.015 2.586 -0.568
H -1.720 1.275 -1.480
H -4.023 5.957 -2.963
H -4.107 4.812 -4.144
C 4.589 0.569 -3.254
C 4.901 -0.885 -3.564
C 3.879 -1.841 -2.949
O 3.679 -1.692 -1.565
C 4.808 -1.872 -0.731
N 4.888 -1.071 -5.012
H 3.561 0.773 -3.569
H 5.223 1.302 -3.753
H 4.665 0.794 -2.187
H 5.896 -1.129 -3.163
H 4.119 -2.878 -3.206
H 2.926 -1.640 -3.443
H 5.530 -1.068 -0.916
H 5.316 -2.813 -0.965
H 4.465 -1.863 0.300
H 5.029 -2.052 -5.238
H 5.647 -0.583 -5.471
C 0.719 -3.821 -0.819
O 0.551 -3.040 0.355
H 0.408 -4.847 -0.630
H 0.107 -3.402 -1.623
H 1.770 -3.879 -1.119
H 0.689 -2.107 0.151
*
```

=====

Entry 2:
DFT (ωB97M-V/def2-TZVPD) results for a structure of composition C22H62O10Zr.

DFT total energy in eV: -45553.589
Lowest unoccupied orbital energy in eV: -10.1
Orbital gap in eV: 3.242
Energy relative to the best compared isomer or geometry (same formula, charge and spin) in kcal per mole: 41.6

Geometry as ORCA input:
```
! wB97M-V def2-TZVPD RIJCOSX def2/J DEFGRID3
* xyz 2 1
Zr 2.978 3.712 -0.590
C -0.927 1.832 -0.583
C 0.188 1.899 0.450
C 0.373 0.513 1.079
O 1.435 2.335 -0.118
H -1.176 2.873 -0.816
H -1.809 1.375 -0.140
H -0.734 1.286 -1.505
H 0.007 2.590 1.275
H -0.590 0.148 1.430
H 1.050 0.515 1.939
H 0.809 -0.230 0.407
C 6.072 1.451 1.489
C 5.095 1.209 0.329
C 3.965 0.219 0.734
O 4.589 2.334 -0.361
H 5.583 2.003 2.292
H 7.011 1.916 1.189
H 6.398 0.468 1.827
H 5.661 0.614 -0.396
H 4.315 -0.412 1.549
H 3.623 -0.391 -0.098
H 3.131 0.780 1.164
C 3.853 -0.730 4.844
C 2.409 -0.381 5.136
O 2.445 0.504 6.283
H 3.923 -1.740 4.430
H 4.405 -0.827 5.785
H 4.511 -0.024 4.332
H 1.832 -1.286 5.337
H 1.878 0.102 4.309
H 1.831 1.208 6.051
C 2.946 -3.276 -0.444
C 2.277 -4.561 -0.027
O 3.347 -5.505 0.146
H 2.324 -2.376 -0.390
H 3.234 -3.412 -1.489
H 3.830 -3.011 0.136
H 1.562 -4.963 -0.748
H 1.756 -4.500 0.936
H 2.976 -6.393 0.126
C -2.912 -2.336 1.347
C -4.125 -2.689 0.490
O -4.029 -1.888 -0.710
H -3.078 -1.354 1.792
H -1.960 -2.353 0.816
H -2.803 -3.120 2.105
H -5.041 -2.447 1.024
H -4.042 -3.724 0.168
H -4.447 -1.035 -0.579
C -0.575 3.326 -5.636
C -1.433 3.239 -4.383
O -2.296 2.106 -4.478
H -1.146 3.690 -6.489
H -0.088 2.391 -5.917
H 0.288 3.994 -5.509
H -2.066 4.126 -4.257
H -0.821 3.204 -3.478
H -2.941 2.287 -5.168
C -1.150 -2.458 -2.905
C -1.219 -0.979 -2.557
O -0.753 -0.209 -3.675
H -1.636 -3.038 -2.124
H -0.109 -2.783 -3.006
H -1.528 -2.656 -3.907
H -0.593 -0.694 -1.703
H -2.257 -0.737 -2.316
H -1.276 0.606 -3.716
C -4.619 1.690 -0.284
C -5.276 0.947 -1.447
O -6.283 0.082 -0.883
H -5.342 2.415 0.085
H -3.846 2.333 -0.722
H -4.190 0.990 0.431
H -4.562 0.349 -2.013
H -5.858 1.690 -1.995
H -6.184 -0.787 -1.288
C 1.622 1.036 -3.795
C 2.774 1.292 -2.859
O 2.939 2.744 -2.711
H 1.795 1.529 -4.752
H 0.660 1.231 -3.314
H 1.473 -0.023 -4.035
H 3.682 0.920 -3.347
H 2.733 0.837 -1.875
H 3.195 3.126 -3.566
C -3.126 0.256 4.471
C -3.504 -0.977 5.245
O -2.767 -1.015 6.476
H -3.723 0.288 3.556
H -2.078 0.333 4.160
H -3.244 1.204 5.003
H -3.137 -1.838 4.672
H -4.576 -1.102 5.397
H -2.907 -1.885 6.861
*
```

=====

Entry 3:
DFT (ωB97M-V/def2-TZVPD) results for a cluster of 8 separate species, C22H63N11O11 in total.

DFT total energy in eV: -62748.653
Lowest unoccupied orbital energy in eV: 0.3
Orbital gap in eV: 8.844
Energy relative to the best compared isomer or geometry (same formula, charge and spin) in kcal per mole: 0.0

Geometry as ORCA input:
```
! wB97M-V def2-TZVPD RIJCOSX def2/J DEFGRID3
* xyz 0 1
C -2.060 -3.003 1.556
O -2.849 -2.095 0.805
C -2.277 -1.927 -0.515
C -2.446 -3.216 -1.348
N -3.905 -3.543 -1.412
C -4.112 -4.941 -1.792
C -3.890 -5.929 -0.676
O -3.542 -7.161 -1.211
C -2.888 -8.020 -0.213
H -2.117 -4.041 1.275
H -2.350 -2.977 2.612
H -1.024 -2.694 1.434
H -1.238 -1.780 -0.330
H -2.808 -1.173 -1.108
H -1.818 -4.077 -0.926
H -2.159 -3.006 -2.354
H -4.369 -3.286 -0.545
H -3.360 -5.223 -2.588
H -5.050 -5.078 -2.303
H -4.743 -6.092 0.019
H -3.073 -5.499 -0.090
H -2.812 -9.001 -0.649
H -3.535 -8.039 0.668
H -1.893 -7.639 0.098
C -0.871 0.960 -2.021
O -0.522 2.308 -2.274
C -1.634 3.161 -2.450
C -1.140 4.518 -2.806
N -0.646 5.256 -1.639
C -0.240 6.613 -2.075
C 0.393 7.277 -0.883
O 1.673 6.573 -0.732
C 2.139 6.599 0.582
H -1.422 0.882 -1.140
H 0.076 0.470 -1.832
H -1.321 0.512 -2.908
H -2.258 3.300 -1.552
H -2.324 2.767 -3.221
H -1.977 5.115 -3.179
H -0.362 4.411 -3.578
H 0.240 4.851 -1.359
H -1.106 7.085 -2.566
H 0.623 6.608 -2.747
H -0.213 7.120 -0.015
H 0.545 8.311 -1.057
H 1.400 6.155 1.291
H 2.385 7.587 0.845
H 3.016 5.919 0.636
C -5.319 -0.667 3.410
O -4.569 0.416 2.952
C -3.256 0.520 3.324
C -2.573 1.396 2.323
N -1.151 1.439 2.653
C -0.287 1.363 1.491
C 1.179 1.660 1.855
O 1.858 0.510 2.294
C 3.190 0.745 2.792
H -5.264 -0.712 4.513
H -4.991 -1.645 3.037
H -6.303 -0.436 3.071
H -2.700 -0.410 3.476
H -3.148 0.996 4.368
H -3.137 2.316 2.289
H -2.745 0.942 1.360
H -0.920 2.280 3.190
H -0.537 2.104 0.730
H -0.175 0.339 1.032
H 1.143 2.460 2.638
H 1.776 2.109 1.029
H 3.680 1.414 2.096
H 3.631 -0.247 2.665
H 3.124 1.112 3.857
N 0.842 -3.964 -4.085
C 1.261 -2.793 -3.486
N 2.497 -2.961 -2.907
O 0.599 -1.746 -3.584
H 0.045 -3.824 -4.718
H 1.487 -4.597 -4.517
H 3.003 -2.184 -2.464
H 2.706 -3.890 -2.615
N -0.017 -1.341 4.044
C 0.103 -2.646 4.383
N 1.383 -3.103 4.225
O -0.835 -3.258 4.794
H 0.727 -0.765 3.675
H -0.867 -0.847 3.929
H 1.491 -4.066 4.429
H 1.891 -2.792 3.385
N 4.511 2.563 -2.431
C 3.311 2.234 -1.949
N 2.235 3.037 -2.312
O 3.178 1.247 -1.159
H 4.518 3.434 -3.000
H 5.345 2.200 -1.918
H 2.470 3.729 -2.978
H 1.265 2.705 -2.433
N 7.752 -0.405 0.077
C 6.726 0.444 -0.394
N 5.528 0.201 0.112
O 6.864 1.384 -1.272
H 7.788 -0.966 0.972
H 8.672 -0.134 -0.238
H 4.674 0.602 -0.256
H 5.427 -0.618 0.693
O 1.554 -0.850 -0.396
H 1.987 0.009 -0.496
H 1.233 -0.963 -1.281
*
```